C27H33AsAuF6N5O3PS as an isolated structure. Source: the Open Molecules 2025 dataset; level of theory: ωB97M-V/def2-TZVPD.

XYZ file:
```
78
Properties=species:S:1:pos:R:3:forces:R:3
Au 1.409153 0.770913 0.637413 0.51 0.04 0.65
C 4.915231 -2.284023 1.481657 0.00 -0.01 0.02
C 4.713025 -1.205108 2.336183 0.03 0.02 0.02
C 3.721598 -0.296233 2.045540 0.00 -0.04 -0.17
N 2.958128 -0.441053 0.938912 0.19 -0.19 0.29
C 3.150991 -1.468574 0.090279 0.34 0.17 -0.02
C 4.132755 -2.405189 0.341695 -0.01 -0.02 -0.03
H 5.673481 -3.023591 1.706401 0.01 0.01 -0.01
H 5.310084 -1.070804 3.227862 0.00 0.00 0.00
H 3.519018 0.556263 2.678161 -0.02 -0.02 0.03
H 2.490810 -1.538498 -0.761813 0.12 0.02 0.08
H 4.257410 -3.231724 -0.344597 0.01 0.00 0.01
N 4.503799 4.555903 -2.300932 0.04 -0.04 -0.01
C 4.655445 3.197005 -1.655046 -0.02 0.08 0.02
P 3.145824 2.191731 -2.065274 -0.06 -0.16 -0.08
O 2.408958 3.016437 -3.063735 -0.06 0.02 0.04
O 2.574977 1.755805 -0.731923 0.15 0.05 -0.34
C 3.615391 0.656571 -2.995247 0.01 -0.01 -0.04
N 3.369501 0.879789 -4.468168 0.04 0.00 0.01
H 5.293132 4.791979 -2.908094 -0.01 0.01 0.02
H 4.430702 5.306178 -1.609632 -0.02 -0.01 -0.01
H 3.636829 4.543529 -2.870419 -0.01 0.00 0.00
H 4.743803 3.331564 -0.579854 0.00 -0.03 0.00
H 5.577129 2.742829 -2.014580 -0.01 -0.03 0.00
H 2.948794 -0.141446 -2.671695 -0.04 0.03 0.03
H 4.641989 0.326925 -2.845866 0.00 0.00 0.01
H 2.770149 1.718438 -4.564661 -0.02 -0.01 0.01
H 2.902648 0.080781 -4.906168 0.00 0.00 0.02
H 4.232482 1.039963 -4.994398 -0.02 0.00 0.01
F 0.230651 -0.202944 -1.396759 0.20 -0.06 -0.27
As -0.697058 -1.734654 -1.071547 0.27 0.00 0.17
F 0.693450 -2.231056 -0.117945 -0.26 -0.14 -0.06
F 0.040275 -2.370506 -2.471078 -0.07 -0.01 -0.06
F -1.559142 -3.122440 -0.671130 -0.03 0.05 -0.02
F -1.986953 -1.007590 -1.943215 -0.18 -0.01 -0.07
F -1.224090 -0.885590 0.389787 -0.18 0.03 -0.06
O -0.023919 2.075917 0.159678 -0.90 0.55 -0.22
S -1.481928 2.264411 0.726416 0.18 -0.18 -0.03
C -1.675805 4.045987 0.621100 -0.02 0.14 0.09
C -3.035412 4.444756 1.148451 0.17 0.04 -0.14
C -3.758852 5.404715 0.449647 -0.13 0.11 0.00
C -4.975289 5.855985 0.947180 0.09 0.00 -0.13
C -5.478314 5.332345 2.128055 -0.09 0.00 0.01
C -4.757624 4.377547 2.829150 0.09 -0.11 0.03
C -3.533361 3.936505 2.343919 -0.08 -0.02 0.11
C -2.762955 1.648762 -0.419202 0.19 -0.05 -0.12
C -2.967588 2.249462 -1.768737 0.02 -0.03 0.04
C -2.181265 1.786177 -2.886580 0.00 0.05 0.09
C -2.549870 2.109799 -4.157802 0.05 0.01 0.04
C -3.661490 2.952815 -4.355206 -0.10 0.08 0.08
C -4.413788 3.462909 -3.244040 0.05 -0.02 -0.07
C -4.053307 3.129354 -1.970228 -0.13 -0.07 -0.09
H -1.515141 4.353279 -0.413279 -0.01 -0.02 -0.01
H -0.851741 4.438711 1.223376 -0.02 -0.05 0.04
H -3.361674 5.821473 -0.469763 0.00 0.03 0.02
H -5.525677 6.623816 0.420499 0.00 -0.01 -0.03
H -6.434327 5.669663 2.504186 0.02 0.04 0.03
H -5.142792 3.990349 3.762478 0.00 -0.03 -0.01
H -2.969741 3.204807 2.914472 0.00 0.04 0.03
H -3.655113 1.770681 0.201099 0.01 0.04 0.04
H -2.541608 0.583924 -0.500658 0.00 -0.05 0.01
H -1.337436 1.138091 -2.686696 -0.03 0.00 -0.01
H -2.013905 1.724312 -5.013160 0.01 0.01 -0.01
H -3.958734 3.235376 -5.358344 0.00 -0.03 -0.01
H -5.280248 4.081912 -3.438724 0.01 0.01 0.01
H -4.636190 3.465906 -1.122700 0.01 0.00 -0.01
N -2.302921 -1.822280 6.399729 -0.03 0.00 0.04
C -1.655555 -1.419176 5.541924 0.03 -0.02 -0.02
C -0.862194 -0.914747 4.463431 0.01 0.02 0.00
C -0.119255 -1.772355 3.658263 0.00 -0.03 0.05
C 0.603878 -1.252734 2.609591 -0.04 0.16 0.00
N 0.614243 0.073268 2.350506 -0.50 -0.40 -0.11
C -0.079503 0.915722 3.146866 0.42 -0.02 0.12
C -0.812653 0.457733 4.210458 -0.01 0.04 0.07
H -0.112504 -2.839817 3.831311 -0.01 0.00 0.00
H 1.163030 -1.900063 1.956464 -0.07 0.01 -0.07
H 0.034095 1.972411 2.961788 -0.05 0.05 -0.05
H -1.328159 1.159219 4.851800 -0.01 0.00 -0.01
```
Forces are in eV/Å.

## Properties
Orbital gap (alpha / beta)   5.9 / 4.2 eV
ΔE to the lowest compared entry with this formula, charge and spin   1.6255 eV
M   924.5 g/mol
Multiplicity   2
HOMO level (alpha / beta)   -18.130 / -18.117 eV
Strongest force on any atom   1.1 eV/Å
Charge   +4


A 9-piece molecular cluster, C27H33Cl25N2O7S overall. Source: the Open Molecules 2025 dataset; level of theory: ωB97M-V/def2-TZVPD.

XYZ file:
```
95
Properties=species:S:1:pos:R:3:forces:R:3
C 3.853060 -4.708071 1.972712 0.12 -0.36 0.36
C 4.567420 -3.684051 2.873251 0.36 0.15 -0.39
N 4.476513 -2.254314 2.448995 -0.58 -0.05 -0.58
C 4.102367 -2.071549 1.089960 -0.14 -0.11 -0.38
C 5.055039 -2.248953 0.028234 -0.95 0.03 0.52
C 6.477639 -2.603980 0.429535 0.37 0.73 -0.44
C 7.510398 -1.797864 -0.409010 -0.03 -0.99 0.25
C 8.964232 -2.139414 -0.002264 -1.06 0.69 -0.24
O 9.169912 -1.682748 1.342836 0.27 -0.46 -0.41
C 4.627614 -2.089688 -1.303539 -0.38 0.09 0.76
C 3.284011 -1.760088 -1.643555 0.23 -0.15 0.23
C 2.796814 -1.606902 -3.089442 0.65 -0.25 0.09
C 3.770651 -2.264027 -4.072849 -0.15 -0.11 0.01
O 4.146647 -3.381262 -3.988680 -0.05 0.04 0.05
Cl 4.353143 -1.287852 -5.478049 -0.34 0.11 0.47
C 2.386019 -1.566202 -0.597188 0.56 -0.35 0.39
C 2.789278 -1.735732 0.755324 0.13 0.02 -0.91
C 1.563233 -1.483236 1.614405 1.11 0.38 -1.41
O 1.304080 -1.833558 2.728744 -0.04 0.29 0.34
N 0.719298 -0.752477 0.739889 -1.46 -0.60 0.32
C -0.645366 -0.439721 1.168851 0.10 -0.69 0.98
C -1.549632 -1.708721 1.263210 -0.49 0.87 -1.02
C -2.859801 -1.460034 0.436655 0.86 -1.05 0.51
C -3.335031 -2.778367 -0.216011 -0.84 0.55 0.46
S -3.601515 -4.043068 1.046315 0.44 -0.83 1.15
O -2.432074 -4.882591 1.227453 -0.79 0.58 -0.64
O -4.151607 -3.454799 2.246221 -0.07 -0.01 -1.21
O -4.760258 -4.973776 0.377138 0.55 0.69 0.14
C 0.921062 -1.175581 -0.585637 1.53 0.30 0.74
O 0.078837 -1.199585 -1.444018 0.04 0.33 -0.07
H 3.883253 -5.680341 2.489782 -0.09 0.28 -0.12
H 4.377641 -4.867942 1.020428 -0.17 0.26 0.18
H 2.803721 -4.471411 1.766253 0.20 0.06 0.11
H 4.194247 -3.723631 3.903224 0.12 -0.10 -0.26
H 5.637112 -3.946423 2.869875 -0.28 -0.02 0.27
H 3.785496 -1.759595 3.000571 0.04 -0.31 0.21
H 6.642804 -2.337910 1.481602 -0.31 -0.05 -0.22
H 6.659317 -3.688661 0.352206 -0.08 0.23 -0.20
H 7.339061 -0.727473 -0.242338 0.07 -0.18 -0.08
H 7.337792 -2.020452 -1.471194 0.32 0.15 0.15
H 9.147483 -3.220930 -0.076014 0.05 0.26 -0.12
H 9.622934 -1.587489 -0.686416 0.15 -0.27 0.36
H 9.140942 -2.474531 1.885974 0.06 0.20 0.26
H 5.369648 -2.232497 -2.086690 -0.29 0.02 0.10
H 2.628021 -0.551417 -3.321208 -0.10 -0.28 -0.12
H 1.870818 -2.193425 -3.181090 0.09 0.40 -0.15
H -1.044284 0.318700 0.488454 0.06 -0.21 0.12
H -0.555741 -0.022202 2.181517 0.03 0.16 -0.41
H -1.032051 -2.570559 0.821348 0.04 0.21 0.21
H -1.797537 -1.953352 2.301582 0.16 0.03 -0.25
H -3.622728 -1.046181 1.105104 0.12 -0.12 -0.48
H -2.640212 -0.771753 -0.384800 -0.15 -0.12 0.14
H -2.621227 -3.151682 -0.957173 -0.17 -0.10 0.24
H -4.320153 -2.611740 -0.676780 0.29 -0.25 -0.02
H -4.431013 -5.884577 0.368232 0.10 0.02 0.00
Cl -7.683034 -1.657139 4.064545 0.04 0.00 -0.07
C -7.197876 -1.347507 2.399002 -0.13 -0.01 0.08
Cl -8.477282 -0.510090 1.516682 0.06 -0.03 -0.01
Cl -5.697998 -0.413137 2.350828 -0.09 0.02 0.08
H -7.013129 -2.298995 1.915300 0.07 0.02 0.03
Cl -1.025370 -2.614227 -3.498659 -0.23 -0.16 -0.11
C -1.918857 -3.757065 -4.505326 0.15 -0.06 0.14
Cl -0.947643 -5.200010 -4.813527 -0.03 0.03 -0.04
Cl -3.456706 -4.194190 -3.752790 0.06 0.02 0.06
H -2.129422 -3.283092 -5.453507 -0.01 0.01 0.01
Cl -4.187857 3.467470 1.190263 -0.12 0.03 0.24
C -5.738891 3.201258 1.996165 -0.05 0.09 0.04
Cl -5.854591 4.174425 3.465344 0.01 -0.04 -0.02
Cl -7.073992 3.562288 0.900431 0.04 -0.06 0.02
H -5.805416 2.156769 2.278977 0.00 0.12 -0.05
Cl -4.305762 -2.876375 -6.835137 -0.09 0.07 -0.25
C -5.912039 -2.139594 -6.810527 -0.06 0.00 0.15
Cl -7.061896 -3.190552 -5.982721 0.03 0.02 -0.05
Cl -5.860584 -0.549349 -6.048963 -0.10 -0.13 -0.16
H -6.240848 -2.015604 -7.834409 0.03 -0.01 0.02
Cl -1.603636 4.740201 -0.542695 0.06 0.02 0.02
C -1.403234 6.386431 0.056794 0.00 0.01 -0.09
Cl 0.176078 6.583238 0.825220 0.00 -0.04 0.04
Cl -1.610054 7.556505 -1.248037 -0.01 -0.01 0.06
H -2.167923 6.569898 0.801748 0.02 -0.02 -0.01
Cl -3.799321 3.709292 -3.424582 0.04 -0.05 0.02
C -3.148184 2.106685 -3.076687 -0.10 -0.06 -0.05
Cl -3.470647 1.649814 -1.399963 0.10 0.04 -0.19
Cl -3.826621 0.903917 -4.176889 0.17 0.10 0.11
H -2.075127 2.135529 -3.221298 -0.03 -0.01 0.02
Cl 0.421848 10.154946 3.363767 0.02 -0.08 0.02
C 1.429847 9.830041 1.948052 0.10 0.11 -0.04
Cl 1.834286 11.330607 1.112612 -0.04 -0.05 0.02
Cl 2.891753 8.958445 2.414192 -0.10 -0.01 -0.03
H 0.864354 9.204957 1.268899 0.00 0.02 0.03
Cl -3.113553 10.678401 5.977898 0.03 0.01 -0.04
C -2.499370 11.935784 4.901021 -0.06 0.05 0.06
Cl -3.795269 12.587932 3.895321 0.05 -0.03 0.00
Cl -1.712690 13.219889 5.821351 0.00 -0.05 -0.04
H -1.760640 11.487885 4.249390 -0.04 0.04 -0.01
```
Forces are in eV/Å.

## Properties
Orbital gap   8.5 eV
SMILES   CCNc1c(CCCO)cc(CC(=O)Cl)c2c1C(=O)N(CCCCS(=O)(=O)O)C2=O.ClC(Cl)Cl.ClC(Cl)Cl.ClC(Cl)Cl.ClC(Cl)Cl.ClC(Cl)Cl.ClC(Cl)Cl.ClC(Cl)Cl.ClC(Cl)Cl
M   1416.0 g/mol
HOMO level   -8.946 eV
Strongest force on any atom   1.8 eV/Å


C27H33CrO3Si as an isolated structure. Source: the Open Molecules 2025 dataset; level of theory: ωB97M-V/def2-TZVPD.

XYZ file:
```
65
Properties=species:S:1:pos:R:3:forces:R:3
C 8.619169 6.560804 9.757601 0.02 0.00 0.00
C 7.506622 5.579137 10.113262 -0.13 0.11 0.03
C 6.388397 6.247691 10.965084 0.38 -0.24 -0.73
Si 5.589300 5.187470 12.290567 -0.17 3.24 0.45
C 6.208955 3.389061 12.328993 0.93 -4.20 0.59
C 6.754276 3.243153 13.766457 -0.51 1.84 0.46
C 7.366445 1.881739 14.099703 0.11 -1.06 -0.77
C 3.716044 5.079318 12.336286 -1.08 -1.13 -0.08
C 2.961547 6.169312 11.547141 0.31 0.41 -0.45
C 1.696079 6.662029 12.256389 0.02 -0.17 0.30
H 3.864504 2.848956 8.220206 -0.10 0.15 0.52
H 9.373543 6.079772 9.129382 -0.08 0.09 0.08
H 8.213468 7.417382 9.212263 0.08 -0.07 0.04
H 9.114240 6.935435 10.660885 -0.07 -0.06 -0.16
H 7.051346 5.183265 9.196736 0.08 -0.01 0.16
H 7.936160 4.715103 10.634050 0.08 0.19 -0.05
H 6.769533 7.154458 11.463142 -0.05 -0.34 0.02
H 5.584654 6.580183 10.285854 0.08 -0.11 0.27
H 5.361446 2.707394 12.139114 0.09 0.50 0.03
H 6.976983 3.186935 11.566147 -0.24 0.73 -0.08
H 7.518212 4.015809 13.949690 -0.17 -0.24 -0.08
H 5.947960 3.440963 14.489877 0.18 -0.03 -0.22
H 7.778728 1.906854 15.114801 -0.14 0.25 -0.19
H 6.618742 1.082285 14.049099 0.11 0.17 0.03
H 8.171205 1.629903 13.401481 -0.06 0.03 0.17
H 3.458370 4.103784 11.893984 -0.12 0.11 0.39
H 3.405866 5.066008 13.391447 0.22 -0.08 -0.17
H 3.613651 7.024211 11.324762 -0.21 -0.05 0.08
H 2.674586 5.736380 10.582865 0.20 0.16 0.02
H 1.241519 7.484940 11.693655 0.14 -0.15 0.09
H 0.957548 5.854727 12.330224 0.14 0.15 0.04
H 1.919004 7.017726 13.270897 -0.08 -0.03 -0.25
O 4.097885 -3.479835 10.317875 -3.16 2.46 -1.46
C 3.268463 -2.742492 9.961610 4.02 -2.74 1.41
Cr 1.990028 -1.371922 9.623971 0.66 -0.88 1.60
C 3.403882 -0.149515 9.931260 2.84 1.95 1.02
O 4.300534 0.521866 10.266288 -2.79 -1.88 -1.16
C 1.862337 -1.343735 11.517838 0.85 0.58 4.70
O 1.987637 -1.332918 12.677293 -0.76 -0.13 -4.01
C 0.198622 -2.498918 9.065511 -0.96 -0.69 -0.25
C 1.173368 -2.626991 8.076270 -0.06 -0.51 -0.26
C 1.749346 -1.481426 7.515475 0.39 0.27 -1.40
C 1.266307 -0.209618 7.869695 0.82 0.96 -0.75
C 1.922043 0.942320 7.286287 0.35 -0.16 -0.23
C 2.734644 1.770004 6.921816 -1.31 -0.65 1.74
C 3.665046 2.866325 7.159080 -0.03 -0.04 -1.29
C 4.969274 2.723638 6.432300 0.57 0.06 -0.24
C 5.662416 3.912750 6.202318 0.13 -0.27 0.02
C 6.934647 3.881131 5.640758 -0.06 -0.45 0.02
C 7.493095 2.642791 5.277162 -0.16 0.03 0.16
C 6.797862 1.445672 5.502784 -0.32 0.42 0.19
C 5.521851 1.484432 6.082113 0.20 0.52 -0.03
C 0.411860 -0.087390 8.981531 -0.44 1.30 -0.11
C -0.147495 -1.238349 9.553783 -0.72 -0.08 0.27
H -0.254361 -3.395475 9.482664 0.16 0.21 0.07
H 1.507708 -3.608886 7.752308 -0.07 0.14 0.13
H 2.576985 -1.542903 6.802683 -0.55 -0.06 0.11
H 3.203392 3.823539 6.887720 -0.01 -0.19 0.16
H 5.165823 4.849393 6.482200 0.39 -0.23 -0.17
H 7.478839 4.814856 5.514408 -0.02 -0.28 -0.19
H 8.476184 2.610600 4.812245 -0.18 0.02 0.14
H 7.232490 0.476952 5.256149 -0.02 0.35 -0.08
H 4.956040 0.563218 6.249188 0.22 0.28 -0.03
H 0.211307 0.908846 9.388070 -0.15 -0.47 -0.31
H -0.827140 -1.146687 10.402442 0.18 -0.05 -0.30
```
Forces are in eV/Å.

## Properties
Orbital gap (alpha / beta)   7.5 / 2.9 eV
M   485.6 g/mol
Multiplicity   4
HOMO level (alpha / beta)   -13.090 / -13.462 eV
Strongest force on any atom   5.1 eV/Å
Charge   +2